[1]
Entry from the Open Molecules 2025 dataset: one molecule with the formula CH5BO2 at a distorted geometry (ωB97M-V/def2-TZVPD).

HOMO level: -11.587 eV
Largest force on an atom: 3.52 eV/A
LUMO energy: 0.0122 Eh
Gap between HOMO and LUMO: 11.9 eV

```
! RIJCOSX wB97M-V def2-TZVPD def2/J DEFGRID3
* xyz 0 1
B 0.351 -0.043 0.145
C -1.233 -0.048 0.026
O 0.982 1.131 0.378
O 1.034 -1.208 -0.202
H -1.862 0.093 0.920
H -1.679 -0.927 -0.228
H -1.408 0.711 -0.647
H 1.842 1.394 0.041
H 1.972 -1.103 -0.434
*
```


[2]
Entry from the Open Molecules 2025 dataset: CH5BO4 as an isolated structure at a distorted geometry (ωB97M-V/def2-TZVPD).

HOMO level: -10.216 eV
Largest force on an atom: 4.74 eV/A
LUMO energy: 0.0037 Eh
Gap between HOMO and LUMO: 10.3 eV

```
! RIJCOSX wB97M-V def2-TZVPD def2/J DEFGRID3
* xyz 0 1
B 0.684 -0.101 0.208
C -0.903 -0.175 -0.163
O 1.329 0.981 0.458
O 1.291 -1.326 0.172
O -1.502 -1.269 0.513
O -1.754 1.055 0.073
H -1.166 -0.359 -1.513
H 2.264 1.169 0.664
H 2.259 -1.365 0.444
H -2.389 -1.338 0.189
H -1.443 1.462 0.966
*
```


[3]
Entry from the Open Molecules 2025 dataset: one molecule with the formula CH5BS2 at a distorted geometry (ωB97M-V/def2-TZVPD).

HOMO level: -9.542 eV
Largest force on an atom: 6.07 eV/A
LUMO energy: 0.0122 Eh
Gap between HOMO and LUMO: 9.9 eV

```
! RIJCOSX wB97M-V def2-TZVPD def2/J DEFGRID3
* xyz 0 1
B -0.254 -0.129 0.238
C 1.059 0.244 -0.735
S -1.225 1.275 0.832
S -0.635 -1.723 0.761
H 1.761 -0.608 -0.609
H 1.603 1.184 -0.309
H 0.697 0.345 -1.666
H -2.404 0.627 0.937
H -1.412 -1.487 1.816
*
```


[4]
Entry from the Open Molecules 2025 dataset: a 2-piece molecular cluster, CH5Br2NOP overall at a distorted geometry (ωB97M-V/def2-TZVPD).

HOMO level: -13.415 eV
Largest force on an atom: 6.08 eV/A
LUMO energy: -0.2048 Eh
Gap between HOMO and LUMO: 7.8 eV

```
! RIJCOSX wB97M-V def2-TZVPD def2/J DEFGRID3
* xyz 1 1
C -1.553 0.283 -0.161
N -0.605 1.073 -0.340
O 1.859 -1.536 3.998
P 1.133 -2.765 3.239
Br -0.997 -2.249 3.924
Br 0.876 -1.935 1.180
H -2.659 0.318 0.166
H -1.349 -0.852 -0.230
H 0.249 0.617 -0.504
H 1.445 -0.757 3.772
H -0.802 2.094 -0.414
*
```


[5]
Entry from the Open Molecules 2025 dataset: a 2-piece molecular cluster, CH5BrN overall at a distorted geometry (ωB97M-V/def2-TZVPD).

HOMO level (alpha / beta): -11.228 / -17.512 eV
Largest force on an atom: 5.90 eV/A
LUMO energy (alpha / beta): -0.1554 / -0.3672 Eh
Gap between HOMO and LUMO (alpha / beta): 7.0 / 7.5 eV

```
! RIJCOSX wB97M-V def2-TZVPD def2/J DEFGRID3
* xyz 1 3
C -1.048 -0.334 -0.316
N -0.206 0.488 0.151
Br 2.687 -0.679 -0.069
H -1.663 -0.913 0.441
H -1.025 -0.327 -1.403
H 1.521 0.085 0.638
H 0.110 1.117 -0.576
H -0.375 0.563 1.134
*
```


[6]
Entry from the Open Molecules 2025 dataset: CH5BrN3 as an isolated structure at a distorted geometry (ωB97M-V/def2-TZVPD).

HOMO level: -15.126 eV
Largest force on an atom: 6.89 eV/A
LUMO energy: -0.1937 Eh
Gap between HOMO and LUMO: 9.9 eV

```
! RIJCOSX wB97M-V def2-TZVPD def2/J DEFGRID3
* xyz 1 1
C 0.129 -0.003 -0.008
N -1.476 1.017 -0.050
N 0.402 -0.573 1.131
N 0.594 -0.248 -1.170
Br 1.670 -1.946 1.266
H -1.635 1.426 0.909
H -1.186 1.674 -0.710
H -0.361 -0.697 1.905
H 0.412 0.240 -2.103
H 1.452 -0.890 -1.171
*
```


Question: Number 1 is which compound?
Answer: CH5BO2


Question: Look up the largest force on an atom of the first one.
Answer: 3.52 eV/A